Molecular formula: C43H73N2OPtSSbSi3
Method: DFT, ωB97M-V/def2-TZVPD

The value obtained for the HOMO-LUMO gap (alpha / beta) is 5.92 / 5.91 eV. The largest force on an atom comes out at 0.9 eV Å⁻¹. The LUMO energy (alpha / beta) comes out at -0.010 / -0.010 Ha. The multiplicity is 1. As for the HOMO energy (alpha / beta): -6.18 / -6.18 eV. Its energy above the lowest of the compared OMol25 structures with the same formula, charge and spin is 0.000 eV.

Each line ends with the Mulliken charge.
CARTESIAN COORDINATES (ANGSTROEM)
Pt (0.30, -0.01, -0.66)  3.06
C (1.18, -5.91, -1.72)  -1.49
C (-0.07, -5.15, -2.16)  0.25
C (0.28, -3.99, -3.09)  -1.20
C (-1.06, -4.79, -1.04)  0.24
C (-2.07, -5.71, -0.77)  -0.74
C (-3.12, -5.40, 0.08)  -1.33
C (-3.22, -4.12, 0.61)  -0.98
C (-2.24, -3.17, 0.37)  0.15
C (-2.43, -1.71, 0.73)  4.87
C (-3.05, -1.02, -0.49)  -1.13
C (-3.27, -1.48, 1.98)  -2.42
C (-1.11, -3.56, -0.37)  -0.41
N (-0.04, -2.62, -0.47)  0.83
C (1.08, -3.05, -0.09)  -0.61
C (2.27, -2.21, -0.27)  -0.30
N (2.14, -0.97, -0.54)  0.28
C (3.33, -0.24, -0.84)  -0.64
C (3.81, -0.29, -2.15)  0.82
C (4.97, 0.42, -2.45)  -0.66
C (5.60, 1.18, -1.49)  -1.57
C (5.08, 1.24, -0.20)  -0.60
C (3.94, 0.53, 0.15)  1.03
C (3.36, 0.65, 1.55)  2.32
C (2.60, 1.97, 1.68)  -1.19
C (4.42, 0.50, 2.63)  -1.95
C (3.07, -1.04, -3.25)  2.20
C (2.59, -0.06, -4.33)  -1.08
C (3.91, -2.16, -3.85)  -1.82
H (1.62, -6.44, -2.58)  0.44
H (0.96, -6.65, -0.95)  0.33
H (1.96, -5.24, -1.35)  0.23
H (-0.65, -5.84, -2.77)  0.69
H (0.96, -3.26, -2.63)  -0.09
H (-0.61, -3.44, -3.40)  0.35
H (0.78, -4.38, -3.98)  0.57
H (-2.05, -6.67, -1.27)  0.47
H (-3.89, -6.14, 0.28)  0.37
H (-4.08, -3.85, 1.21)  0.38
H (-1.45, -1.25, 0.88)  -2.35
H (-4.04, -1.42, -0.70)  0.42
H (-2.41, -1.18, -1.37)  0.17
H (-3.12, 0.05, -0.33)  -0.47
H (-4.34, -1.63, 1.78)  0.55
H (-3.16, -0.44, 2.32)  0.29
H (-2.99, -2.13, 2.81)  0.54
H (1.22, -4.05, 0.32)  0.82
H (3.26, -2.68, -0.20)  0.28
H (5.36, 0.39, -3.46)  0.36
H (6.50, 1.74, -1.73)  0.38
H (5.57, 1.86, 0.55)  0.33
H (2.62, -0.13, 1.67)  -1.40
H (3.26, 2.82, 1.47)  0.50
H (2.19, 2.08, 2.68)  0.51
H (1.77, 1.98, 0.97)  -0.42
H (5.12, 1.35, 2.63)  0.39
H (5.01, -0.41, 2.51)  0.42
H (3.96, 0.48, 3.62)  0.45
H (2.18, -1.48, -2.81)  -1.26
H (3.43, 0.42, -4.82)  0.30
H (1.96, 0.71, -3.88)  -0.26
H (2.00, -0.59, -5.09)  0.51
H (4.79, -1.77, -4.37)  0.38
H (3.32, -2.74, -4.57)  0.43
H (4.27, -2.85, -3.07)  0.36
C (2.27, 3.16, -2.17)  -0.54
Si (0.68, 3.97, -1.58)  0.64
C (0.94, 4.81, 0.08)  -0.78
C (0.17, 5.31, -2.79)  -1.17
Sb (-0.98, 2.05, -1.31)  -2.62
Si (-2.68, 3.22, 0.19)  0.61
C (-1.92, 3.21, 1.91)  -0.58
C (-4.36, 2.40, 0.25)  -1.22
C (-2.96, 4.98, -0.41)  -1.06
Si (-2.12, 1.79, -3.58)  0.53
C (-2.56, 3.42, -4.40)  -1.07
C (-0.92, 0.86, -4.67)  -0.82
C (-3.69, 0.78, -3.39)  -0.95
H (3.12, 3.84, -2.04)  0.49
H (2.20, 2.91, -3.23)  0.32
H (2.46, 2.24, -1.62)  -0.38
H (1.79, 5.49, 0.00)  0.42
H (1.14, 4.11, 0.88)  0.07
H (0.06, 5.40, 0.35)  0.29
H (0.95, 6.08, -2.77)  0.36
H (-0.77, 5.78, -2.52)  0.30
H (0.09, 4.94, -3.82)  0.25
H (-1.25, 2.35, 2.04)  -0.27
H (-2.71, 3.13, 2.67)  0.47
H (-1.36, 4.13, 2.10)  0.41
H (-4.36, 1.46, 0.81)  0.23
H (-4.78, 2.20, -0.74)  0.30
H (-5.04, 3.09, 0.76)  0.45
H (-2.06, 5.59, -0.34)  0.22
H (-3.74, 5.45, 0.19)  0.42
H (-3.29, 5.00, -1.46)  0.19
H (-1.68, 3.92, -4.80)  0.29
H (-3.06, 4.11, -3.71)  0.21
H (-3.24, 3.23, -5.24)  0.42
H (-0.06, 1.49, -4.94)  0.28
H (-1.40, 0.53, -5.60)  0.54
H (-0.53, -0.01, -4.14)  -0.05
H (-4.33, 1.15, -2.59)  0.18
H (-3.47, -0.27, -3.20)  0.27
H (-4.25, 0.84, -4.33)  0.47
C (-2.30, 0.02, 8.84)  -1.46
C (-1.77, -0.28, 7.47)  1.10
C (-1.72, -1.58, 6.98)  -0.87
C (-1.24, -1.85, 5.71)  -0.66
C (-0.77, -0.81, 4.92)  -0.03
C (-0.83, 0.50, 5.37)  -0.59
C (-1.32, 0.75, 6.64)  -0.78
S (-0.18, -1.13, 3.27)  1.04
C (1.46, -1.70, 3.73)  -1.15
O (-0.01, 0.20, 2.61)  -0.36
H (-2.74, -0.87, 9.30)  0.34
H (-3.06, 0.80, 8.81)  0.35
H (-1.50, 0.37, 9.50)  0.31
H (-2.08, -2.40, 7.60)  0.30
H (-1.23, -2.87, 5.33)  0.43
H (-0.49, 1.30, 4.72)  0.42
H (-1.36, 1.78, 7.00)  0.40
H (1.98, -0.91, 4.28)  0.33
H (1.99, -1.93, 2.81)  0.20
H (1.35, -2.60, 4.34)  0.58